{
  "formula": "C8H14NSi",
  "method": "ωB97M-V/def2-TZVPD",
  "symbols": ["H", "H", "C", "H", "C", "H", "H", "C", "H", "H", "H", "C", "Si", "H", "H", "H", "C", "H", "C", "C", "H", "C", "N", "H"],
  "coordinates": [[-4.197, -1.550, 0.907], [-1.985, 1.501, 0.168], [-0.491, 0.316, -0.782], [0.693, 1.570, 1.267], [0.824, 0.011, -0.349], [-1.304, -2.009, -0.028], [-0.653, -0.117, -1.816], [1.608, -0.847, -1.080], [-0.443, 2.315, -0.076], [2.934, 1.339, 1.813], [-1.057, -1.014, 1.464], [1.312, 0.778, 0.767], [-3.444, -0.541, 0.252], [-3.866, 0.775, 0.596], [-1.539, 2.137, -1.292], [1.264, -1.409, -1.973], [-1.505, -1.068, 0.524], [3.463, -1.930, -0.990], [3.407, -0.391, 0.570], [2.934, -1.047, -0.586], [4.352, -0.496, 1.064], [2.568, 0.584, 1.212], [-1.146, 1.653, -0.503], [-3.730, -0.559, -1.130]],
  "atomic_forces_ev_per_a": [[-0.7, -0.6, 0.7], [1.7, 0.5, -1.0], [-3.7, -3.8, 0.3], [0.5, -0.9, -0.5], [1.1, 2.6, 1.1], [-0.1, 0.6, 0.4], [-0.5, 1.1, 1.2], [1.6, -0.3, 0.7], [-0.9, -0.8, -0.3], [1.1, 0.8, 1.9], [0.9, 0.3, 1.3], [-1.3, -0.3, -0.9], [2.4, -1.8, 0.5], [0.2, 1.3, 0.8], [-0.1, 0.0, -0.9], [0.1, 0.6, 0.7], [-1.9, 2.3, -4.6], [0.1, 1.0, 0.0], [-1.8, 0.9, -0.2], [-0.2, -1.2, 1.1], [0.6, -0.6, -0.5], [0.8, -1.4, -2.4], [0.0, -0.3, 2.0], [0.0, -0.2, -1.5]],
  "lowdin_charge": [-0.084, 0.116, -0.148, 0.122, -0.321, 0.047, 0.153, -0.027, 0.167, 0.090, 0.004, -0.060, 0.678, -0.092, 0.156, 0.134, -0.113, 0.119, -0.026, -0.041, 0.103, -0.067, 0.180, -0.090],
  "multiplicity": 1,
  "lumo_energy_ev": -3.59,
  "relative_energy_kcal_mol": 81.2,
  "molar_mass_g_mol": 152.29,
  "e_tot_ha": -657.09487,
  "max_force_ev_per_a": 5.4,
  "total_charge": 1
}

=====

{
  "formula": "C8H14O",
  "method": "ωB97M-V/def2-TZVPD",
  "symbols": ["H", "H", "H", "O", "H", "C", "H", "H", "C", "H", "H", "H", "H", "H", "C", "H", "C", "C", "C", "H", "H", "C", "C"],
  "coordinates": [[1.163, 0.033, -1.619], [-2.276, -2.532, -0.402], [-1.395, 2.850, 0.343], [1.709, -1.449, -0.109], [-2.903, -1.252, 0.891], [0.593, -1.262, 0.736], [0.523, -2.032, 1.527], [-2.102, 1.349, -0.671], [1.962, 0.717, 0.153], [-1.230, 0.517, 1.430], [2.977, 0.049, -1.733], [2.473, 1.904, 0.101], [-0.235, 2.039, -1.091], [-2.883, -0.681, -1.431], [-0.663, -0.803, -0.112], [2.857, -0.159, 0.939], [0.805, 0.385, 1.097], [1.960, -0.328, -1.001], [-0.641, 0.562, 0.445], [-0.246, -0.854, -1.271], [0.970, 0.475, 2.257], [-2.307, -1.400, -0.178], [-1.112, 1.871, -0.300]],
  "atomic_forces_ev_per_a": [[-0.6, -0.9, -0.7], [-0.3, 1.9, 0.1], [1.0, -2.6, -1.4], [0.8, -2.7, -2.9], [1.4, 0.1, -3.1], [-0.1, 3.4, -1.0], [0.3, 0.5, -0.6], [1.7, 2.0, -0.3], [4.7, 0.0, 3.8], [0.1, 0.0, -1.4], [-2.4, -2.7, 2.5], [-1.9, -3.8, -0.1], [-2.5, 0.2, 1.2], [1.5, -2.3, 4.1], [-2.2, -1.8, -3.5], [-1.5, 3.4, -2.0], [-1.0, -1.6, 0.3], [1.7, 4.2, 1.2], [0.3, 2.8, 4.6], [-1.7, 0.0, 3.0], [-0.4, 0.7, -2.5], [1.0, 0.7, -0.9], [-0.1, -1.4, -0.4]],
  "lowdin_charge": [0.055, 0.030, 0.109, -0.184, 0.087, -0.189, 0.155, 0.070, -0.172, 0.143, 0.203, 0.170, 0.097, 0.182, -0.284, 0.215, -0.222, -0.225, -0.417, 0.161, 0.152, -0.073, -0.064],
  "multiplicity": 1,
  "lumo_energy_ev": 0.77,
  "relative_energy_kcal_mol": 210.7,
  "molar_mass_g_mol": 126.20,
  "e_tot_ha": -388.10612,
  "max_force_ev_per_a": 6.1
}

=====

{
  "formula": "C8H14O",
  "method": "ωB97M-V/def2-TZVPD",
  "symbols": ["C", "C", "H", "C", "H", "H", "C", "C", "O", "H", "H", "H", "H", "H", "H", "H", "C", "H", "H", "H", "H", "C", "C"],
  "coordinates": [[-0.802, -0.726, 1.037], [1.968, 0.805, 0.082], [-1.868, -0.607, 1.109], [-0.445, 0.542, -2.404], [-2.963, 0.688, -1.998], [-0.102, -2.462, 2.097], [-0.214, -0.404, -0.134], [1.289, -0.506, -0.281], [1.711, 1.187, 1.413], [1.649, -1.304, 0.389], [0.838, -1.015, 2.409], [3.070, 0.712, -0.011], [-2.955, -0.782, -0.959], [0.622, 0.444, -2.607], [1.571, -0.815, -1.280], [-0.775, -1.242, 3.123], [-0.173, -1.382, 2.216], [-2.822, 0.838, -0.253], [1.668, 1.592, -0.615], [0.740, 1.199, 1.518], [-1.046, 1.013, -3.200], [-0.998, 0.158, -1.254], [-2.510, 0.220, -1.100]],
  "atomic_forces_ev_per_a": [[0.0, -0.2, -0.8], [0.9, 0.0, -0.3], [-0.3, 0.1, 0.0], [0.1, 0.4, -0.5], [0.3, -0.4, 0.4], [0.0, -0.2, -0.2], [0.2, 0.0, 0.5], [-0.2, -0.6, 0.5], [-0.6, 0.1, 0.3], [0.0, 0.3, -0.2], [-0.2, 0.0, 0.1], [-0.6, 0.0, 0.1], [0.3, 0.4, -0.1], [-0.3, 0.1, 0.1], [0.0, 0.0, -0.3], [0.1, 0.2, -0.2], [0.4, 0.1, 0.7], [0.1, -0.1, 0.0], [-0.1, 0.1, 0.0], [0.5, 0.0, 0.0], [0.3, -0.5, 0.5], [-0.7, -0.2, -0.1], [-0.2, 0.3, -0.4]],
  "lowdin_charge": [-0.104, -0.265, 0.088, 0.055, 0.079, 0.082, -0.224, -0.147, -0.071, 0.118, 0.069, 0.129, 0.090, 0.058, 0.105, 0.078, -0.092, 0.076, 0.111, 0.084, 0.072, -0.316, -0.075],
  "smiles": "C=C(C)/C(=C/C)CCO",
  "multiplicity": 1,
  "lumo_energy_ev": 0.93,
  "relative_energy_kcal_mol": 13.1,
  "molar_mass_g_mol": 126.20,
  "e_tot_ha": -388.42106,
  "max_force_ev_per_a": 1.0
}

=====

{
  "formula": "C8H14O2",
  "method": "ωB97M-V/def2-TZVPD",
  "symbols": ["C", "H", "C", "H", "H", "O", "H", "H", "H", "C", "C", "C", "H", "C", "H", "H", "H", "H", "C", "H", "H", "O", "C", "H"],
  "coordinates": [[0.935, -1.899, 0.698], [-0.788, 0.525, -2.152], [-2.172, -0.898, 0.704], [1.769, -2.388, 0.182], [0.517, 2.563, 0.859], [2.817, 1.470, 0.732], [0.904, -0.751, -1.102], [-0.039, 0.484, 1.667], [-2.384, 0.859, -1.447], [-1.094, -0.291, -0.155], [0.440, -0.751, -0.119], [1.980, 1.538, -0.335], [-0.003, 2.192, -0.792], [0.540, 1.799, 0.072], [-1.986, -0.760, -2.049], [3.706, 1.445, 0.325], [1.310, -1.559, 1.668], [-2.635, -1.767, 0.227], [-1.585, 0.115, -1.524], [-1.812, -1.213, 1.689], [-2.966, -0.165, 0.884], [2.428, 1.600, -1.472], [-0.044, 0.508, 0.580], [0.162, -2.655, 0.859]],
  "atomic_forces_ev_per_a": [[0.2, -0.5, 0.4], [-0.1, 0.0, 0.1], [0.0, -0.4, 0.2], [-0.1, 0.0, 0.1], [0.1, -0.1, -0.2], [0.1, -0.4, -0.5], [-0.1, 0.8, 0.1], [-0.2, -0.5, -0.1], [0.0, 0.0, -0.1], [1.5, -0.3, 0.3], [-2.3, -0.2, 0.5], [0.6, 2.1, -1.0], [0.2, -0.1, 0.0], [0.2, 0.2, -0.3], [0.0, 0.1, 0.1], [-0.3, -0.1, 0.3], [-0.1, -0.2, 0.0], [0.0, 0.0, 0.0], [0.1, 0.2, 0.0], [0.1, 0.0, -0.2], [0.1, 0.0, -0.1], [-0.7, -0.6, 1.3], [0.5, -0.1, -1.0], [0.1, 0.0, 0.1]],
  "lowdin_charge": [-0.068, 0.082, -0.050, 0.077, 0.128, 0.097, 0.137, 0.149, 0.086, -0.423, -0.219, -0.509, 0.122, -0.063, 0.088, 0.133, 0.080, 0.082, -0.046, 0.082, 0.086, 0.081, -0.206, 0.074],
  "smiles": "C[C@@H]1[C@@H](CC(=O)O)C1(C)C",
  "multiplicity": 1,
  "lumo_energy_ev": 0.80,
  "relative_energy_kcal_mol": 9.6,
  "molar_mass_g_mol": 142.20,
  "e_tot_ha": -463.69053,
  "max_force_ev_per_a": 2.4
}

=====

{
  "formula": "C8H14O2",
  "method": "ωB97M-V/def2-TZVPD",
  "symbols": ["H", "C", "H", "C", "H", "H", "C", "O", "C", "H", "H", "C", "H", "H", "H", "C", "H", "O", "C", "H", "H", "C", "H", "H"],
  "coordinates": [[-1.193, 1.796, -0.280], [0.046, 0.155, 0.961], [2.153, -1.498, -1.074], [-2.003, -1.038, -0.154], [2.078, -1.011, -2.765], [1.434, 1.175, -2.201], [0.400, 1.228, 1.936], [0.699, -1.154, 1.000], [1.476, -0.873, -1.735], [1.659, 3.079, 1.747], [0.434, -1.738, 1.721], [-1.473, -0.189, 1.047], [-2.801, -1.785, 0.097], [-1.045, -1.630, -0.532], [0.242, 1.131, 2.954], [0.483, 1.003, -0.314], [0.443, -1.199, -1.852], [-0.535, 1.598, -0.952], [1.629, 0.637, -1.300], [-2.453, -0.317, -0.840], [-1.377, -0.784, 2.042], [1.021, 2.227, 1.439], [-2.097, 0.719, 1.113], [2.599, 0.815, -0.925]],
  "atomic_forces_ev_per_a": [[-0.3, 0.2, 0.0], [-1.1, -0.5, -0.7], [-1.6, 0.4, -0.4], [1.6, -1.1, 0.6], [-1.7, 0.5, 1.9], [0.0, 1.0, -0.4], [-0.2, -2.2, 1.3], [0.8, 1.4, -0.4], [3.6, -0.1, -1.4], [-1.1, -0.6, 0.0], [-0.3, 0.6, 0.1], [0.5, -1.2, 0.6], [0.8, 0.7, 0.1], [-2.4, 1.2, 0.3], [-0.6, -0.6, 2.3], [2.5, 1.4, 1.7], [0.3, -0.1, 0.1], [-0.1, -0.1, -0.4], [-2.9, -2.0, 0.3], [0.4, -0.5, -0.5], [-1.2, 1.1, -1.4], [1.8, 0.6, -4.8], [0.2, -0.4, 0.7], [0.9, 0.3, 0.5]],
  "lowdin_charge": [0.100, -0.439, 0.076, -0.085, 0.107, 0.093, -0.196, -0.036, -0.102, 0.060, 0.099, -0.182, 0.074, 0.099, 0.075, -0.227, 0.047, 0.054, -0.135, 0.061, 0.142, 0.111, 0.109, 0.094],
  "multiplicity": 1,
  "lumo_energy_ev": 0.71,
  "relative_energy_kcal_mol": 122.0,
  "molar_mass_g_mol": 142.20,
  "e_tot_ha": -463.51149,
  "max_force_ev_per_a": 5.2
}

=====

{
  "formula": "C8H14O3S",
  "method": "ωB97M-V/def2-TZVPD",
  "symbols": ["H", "C", "H", "H", "O", "H", "C", "H", "H", "H", "H", "H", "C", "H", "H", "S", "C", "H", "C", "C", "H", "O", "O", "H", "C", "C"],
  "coordinates": [[-0.019, -3.108, 0.162], [0.250, -0.491, 1.157], [1.932, 0.946, 2.011], [-2.933, 0.771, 0.855], [2.545, 1.405, -0.638], [2.068, -2.119, -0.637], [-0.469, 2.351, -0.450], [-0.846, 3.081, 0.261], [2.390, -0.796, 2.123], [-0.794, 2.608, -1.454], [-0.568, -2.625, -1.455], [-2.950, 1.849, -0.546], [-0.521, -2.331, -0.410], [-2.867, 0.100, -0.784], [0.002, -1.225, 1.922], [2.825, 0.083, -0.082], [1.957, -0.014, 1.513], [-1.535, -2.211, -0.037], [1.650, -1.138, -0.852], [0.236, -1.001, -0.287], [0.619, 2.340, -0.430], [-0.456, 0.014, -0.988], [-0.602, 0.580, 1.217], [1.640, -0.960, -1.925], [-1.007, 0.966, -0.099], [-2.548, 0.923, -0.150]],
  "atomic_forces_ev_per_a": [[0.0, -0.1, 0.1], [3.6, 0.8, 0.7], [0.2, 0.2, 0.0], [-0.1, 0.0, 0.0], [-0.1, 1.2, -0.6], [0.1, -0.1, 0.0], [0.2, -0.5, 0.2], [-0.1, 0.1, 0.1], [0.2, -0.1, 0.2], [-0.1, 0.1, -0.1], [0.0, -0.1, -0.1], [-0.1, 0.1, -0.1], [0.1, 0.4, -0.1], [-0.1, -0.1, 0.0], [-0.1, -0.1, -0.1], [-0.4, -1.4, 0.6], [-3.1, -1.2, -1.2], [-0.1, 0.0, 0.0], [0.2, 0.5, 0.5], [-0.1, -0.5, 0.2], [0.0, 0.0, 0.0], [0.2, 0.0, 0.0], [-0.2, 0.1, 0.0], [0.1, 0.0, 0.0], [-0.6, 0.7, -0.2], [0.4, -0.1, 0.1]],
  "lowdin_charge": [0.088, -0.191, 0.077, 0.087, -0.534, 0.094, 0.018, 0.093, 0.061, 0.094, 0.092, 0.077, 0.003, 0.084, 0.144, 0.906, -0.192, 0.091, -0.219, -0.510, 0.058, -0.003, -0.012, 0.109, -0.540, 0.026],
  "multiplicity": 1,
  "lumo_energy_ev": 0.62,
  "relative_energy_kcal_mol": 8.3,
  "molar_mass_g_mol": 190.26,
  "e_tot_ha": -937.08915,
  "max_force_ev_per_a": 3.7
}